{
  "formula": "C19H21N3OS",
  "method": "ωB97M-V with the def2-TZVPD basis set",
  "e_lumo_ev": 0.690,
  "multiplicity": 1,
  "gap_ev": 8.411,
  "relative_energy_ev": 0.608,
  "homo_ev": -7.7,
  "charge": 0,
  "smiles": "COc1ccc(NC(=S)NCc2ccc3c(c2)cc(C)n3C)cc1",
  "total_energy_ha": -1374.324119,
  "symbols": ["S", "O", "N", "N", "N", "C", "C", "C", "C", "C", "C", "C", "C", "C", "C", "C", "C", "C", "C", "C", "C", "C", "C", "C", "H", "H", "H", "H", "H", "H", "H", "H", "H", "H", "H", "H", "H", "H", "H", "H", "H", "H", "H", "H", "H"],
  "xyz": [[-1.712, 2.542, -1.226], [-7.407, -1.030, -0.666], [4.959, -0.900, -0.754], [-2.343, 0.804, 0.714], [-0.370, 1.910, 0.939], [2.836, 0.197, -1.527], [0.796, 2.657, 0.505], [-4.338, -0.368, 1.256], [5.297, -1.719, -1.882], [-1.473, 1.704, 0.178], [6.939, -1.615, 0.581], [2.937, 1.449, 1.005], [-5.447, 0.131, -1.208], [5.694, -0.822, 0.405], [-3.616, 0.375, 0.326], [3.931, 0.548, 0.631], [-4.189, 0.613, -0.922], [-5.600, -0.855, 0.970], [-8.184, -1.767, 0.245], [3.874, -0.074, -0.642], [1.914, 1.725, 0.120], [5.097, 0.050, 1.270], [-6.172, -0.605, -0.272], [1.869, 1.093, -1.132], [-9.116, -1.987, -0.273], [-3.908, -0.572, 2.228], [5.270, -2.780, -1.617], [6.739, -2.683, 0.481], [-7.696, -2.707, 0.524], [-2.073, 0.437, 1.620], [-8.402, -1.189, 1.149], [0.484, 3.265, -0.347], [1.105, 3.314, 1.324], [5.447, 0.310, 2.249], [1.051, 1.325, -1.797], [2.977, 1.931, 1.972], [4.584, -1.542, -2.683], [2.779, -0.271, -2.498], [-5.895, 0.316, -2.171], [7.685, -1.342, -0.166], [6.299, -1.478, -2.248], [-0.203, 1.282, 1.713], [7.354, -1.430, 1.568], [-6.120, -1.424, 1.724], [-3.653, 1.178, -1.664]],
  "forces_ev_per_angstrom": [[-0.11, 0.33, -0.61], [0.18, 0.16, -0.17], [0.11, 0.00, 0.11], [0.72, 0.00, 0.56], [-0.21, -0.28, 0.33], [-0.02, -0.06, -0.12], [0.22, 0.08, -0.02], [0.23, 0.21, -0.17], [0.12, -0.22, -0.19], [-0.08, 0.05, 0.19], [-0.08, 0.02, -0.09], [-0.06, 0.00, -0.20], [-0.26, -0.23, 0.25], [0.11, 0.10, 0.36], [-0.49, -0.18, -0.11], [-0.07, -0.19, -0.40], [0.00, -0.01, -0.09], [-0.32, -0.13, -0.10], [-0.10, -0.10, 0.13], [-0.32, 0.43, 0.41], [-0.03, 0.17, 0.18], [0.20, -0.17, -0.05], [0.14, 0.09, -0.06], [0.05, -0.04, -0.09], [0.05, -0.01, 0.08], [0.04, -0.01, 0.09], [-0.02, 0.05, -0.08], [0.06, -0.08, 0.02], [-0.01, 0.04, 0.00], [-0.03, 0.09, -0.21], [0.02, -0.03, -0.02], [0.06, -0.02, 0.23], [0.00, -0.02, -0.11], [0.14, 0.00, 0.19], [-0.11, 0.03, -0.08], [-0.02, 0.09, 0.11], [0.04, -0.02, 0.01], [-0.02, -0.03, -0.09], [-0.05, 0.03, -0.13], [0.10, -0.03, -0.01], [-0.08, -0.02, -0.04], [-0.04, 0.02, -0.10], [0.03, -0.01, 0.03], [-0.07, -0.05, 0.04], [-0.02, -0.04, 0.03]],
  "nbo_charge": [-0.27, -0.49, -0.35, -0.57, -0.58, -0.24, -0.25, -0.23, -0.40, 0.30, -0.65, -0.21, -0.23, 0.19, 0.12, -0.02, -0.22, -0.26, -0.25, 0.13, -0.06, -0.32, 0.27, -0.21, 0.20, 0.20, 0.20, 0.22, 0.17, 0.38, 0.17, 0.25, 0.20, 0.22, 0.23, 0.20, 0.22, 0.21, 0.22, 0.22, 0.20, 0.38, 0.23, 0.21, 0.26]
}

***

{
  "formula": "C6H6O",
  "method": "ωB97M-V with the def2-TZVPD basis set",
  "e_lumo_ev": 0.972,
  "multiplicity": 1,
  "gap_ev": 9.947,
  "relative_energy_ev": 2.645,
  "homo_ev": -9.0,
  "charge": 0,
  "smiles": "C#CC1=CCOC1",
  "total_energy_ha": -307.366242,
  "symbols": ["O", "C", "C", "C", "C", "C", "C", "H", "H", "H", "H", "H", "H"],
  "xyz": [[0.758, -1.579, -0.663], [0.319, -0.337, -1.183], [-0.875, 2.979, -0.199], [0.272, -0.188, 1.134], [-0.471, 1.850, -0.072], [0.771, -1.552, 0.758], [0.011, 0.511, 0.030], [1.106, 0.118, -1.802], [0.130, -2.356, 1.148], [-1.232, 3.980, -0.297], [0.151, 0.161, 2.153], [-0.568, -0.483, -1.815], [1.793, -1.737, 1.124]],
  "forces_ev_per_angstrom": [[0.02, -0.08, -0.04], [-0.09, 0.26, -0.13], [0.15, -0.41, 0.05], [-0.04, 0.08, -0.16], [-0.17, 0.46, -0.04], [0.02, -0.03, 0.25], [0.06, -0.15, 0.13], [-0.09, -0.06, 0.08], [0.07, 0.12, -0.05], [0.06, -0.18, 0.01], [0.02, -0.07, -0.15], [0.11, 0.02, 0.09], [-0.14, 0.04, -0.04]],
  "nbo_charge": [-0.52, -0.07, -0.20, -0.16, -0.04, -0.09, -0.12, 0.18, 0.18, 0.24, 0.23, 0.18, 0.18]
}

***

{
  "formula": "C3H8N2OS2",
  "method": "ωB97M-V with the def2-TZVPD basis set",
  "e_lumo_ev": 0.487,
  "multiplicity": 1,
  "gap_ev": 8.836,
  "relative_energy_ev": 2.854,
  "homo_ev": -8.3,
  "charge": 0,
  "smiles": "CN(O)C(=S)N(C)S",
  "total_energy_ha": -1100.150445,
  "symbols": ["S", "S", "O", "N", "N", "C", "C", "C", "H", "H", "H", "H", "H", "H", "H", "H"],
  "xyz": [[-1.283, -1.471, 0.016], [-0.867, 1.001, 2.010], [1.097, 0.953, -1.751], [0.721, -0.322, -1.296], [0.233, 0.610, 0.763], [0.536, -1.256, -2.403], [-0.085, -0.343, -0.175], [1.595, 1.151, 0.899], [1.851, 1.120, 1.956], [1.379, -1.085, -3.074], [2.274, 0.536, 0.335], [-0.862, -0.181, 2.643], [-0.402, -1.066, -2.899], [1.655, 2.156, 0.519], [0.524, -2.264, -2.010], [0.240, 1.340, -2.084]],
  "forces_ev_per_angstrom": [[0.13, 0.13, -0.04], [0.19, -0.01, -0.32], [-1.35, 0.37, -0.41], [0.12, -0.30, 0.13], [-0.20, 0.00, 0.03], [0.43, 0.41, 0.56], [0.03, 0.02, -0.01], [-0.42, -0.30, 0.31], [0.07, 0.08, -0.05], [-0.12, -0.17, 0.01], [0.29, -0.26, -0.16], [0.00, -0.12, 0.09], [-0.44, 0.03, -0.36], [0.04, 0.44, -0.05], [0.08, -0.10, -0.04], [1.15, -0.23, 0.30]],
  "nbo_charge": [-0.19, 0.21, -0.55, -0.17, -0.58, -0.42, 0.24, -0.40, 0.21, 0.22, 0.22, 0.12, 0.19, 0.21, 0.24, 0.46]
}

***

{
  "formula": "C3H6N2O5S",
  "method": "ωB97M-V with the def2-TZVPD basis set",
  "e_lumo_ev": [6.474, 6.458],
  "multiplicity": 1,
  "gap_ev": [7.229, 7.264],
  "relative_energy_ev": 1.802,
  "homo_ev": [-0.8, -0.8],
  "charge": -2,
  "total_energy_ha": -1001.704067,
  "symbols": ["S", "O", "O", "O", "O", "O", "N", "N", "C", "C", "C", "H", "H", "H", "H", "H", "H"],
  "xyz": [[-1.270, -1.329, -1.343], [-0.106, -1.529, -2.224], [-2.085, -2.555, -1.286], [-2.226, -1.317, 1.313], [-1.090, 0.461, 1.946], [-2.108, -0.171, -1.764], [1.193, 0.120, -0.238], [-0.547, -0.928, 0.179], [0.615, 1.393, -0.650], [1.780, 0.299, 1.069], [-1.327, -0.509, 1.222], [-0.011, 1.867, 0.118], [2.673, -0.323, 1.140], [-0.017, 1.062, -1.451], [1.004, 0.013, 1.742], [2.064, 1.426, 1.107], [1.458, 2.019, -0.879]],
  "forces_ev_per_angstrom": [[-0.76, -0.16, -2.14], [-0.39, 0.40, 0.73], [0.81, 0.75, 0.78], [-2.77, -1.73, 0.92], [0.94, 1.34, 0.58], [0.95, -0.61, 0.77], [-2.02, -0.61, 0.41], [3.75, -0.05, -2.71], [-0.71, -1.48, 0.41], [0.68, 1.29, -1.11], [-0.43, 0.82, 0.58], [0.12, -0.05, 0.10], [0.12, -0.06, 0.27], [-0.26, 0.88, -0.99], [-0.14, 0.32, 1.32], [-0.27, -1.72, 0.72], [0.38, 0.67, -0.64]],
  "nbo_charge": [2.46, -1.04, -1.01, -0.69, -0.81, -1.05, -0.25, -0.62, -0.48, -0.47, 0.81, 0.19, 0.16, 0.25, 0.26, 0.14, 0.15]
}

***

{
  "formula": "C5H8N2",
  "method": "ωB97M-V with the def2-TZVPD basis set",
  "e_lumo_ev": 0.416,
  "multiplicity": 1,
  "gap_ev": 9.829,
  "relative_energy_ev": 3.808,
  "homo_ev": -9.4,
  "charge": 0,
  "smiles": "C[C@H]1CN[C@H]1C#N",
  "total_energy_ha": -304.695551,
  "symbols": ["N", "N", "C", "C", "C", "C", "C", "H", "H", "H", "H", "H", "H", "H", "H"],
  "xyz": [[1.673, -0.249, -0.211], [0.789, -0.380, 2.753], [-1.567, 0.713, -0.191], [0.653, -0.147, -1.273], [0.622, -0.503, 0.767], [0.602, 0.539, 2.043], [-0.507, -0.370, -0.267], [-2.209, 0.581, 0.685], [0.670, -1.506, 1.137], [-1.129, 1.714, -0.143], [-2.213, 0.668, -1.078], [0.770, -0.940, -2.017], [2.232, 0.584, -0.075], [0.604, 0.819, -1.784], [-0.985, -1.349, -0.353]],
  "forces_ev_per_angstrom": [[0.16, 0.09, 0.02], [0.05, 1.09, 1.16], [0.05, 0.04, 0.06], [-0.18, 0.03, -0.50], [-0.08, 0.36, -0.41], [-0.01, -0.98, -0.27], [-0.18, -0.05, -0.12], [0.11, 0.00, -0.06], [0.13, -0.58, -0.09], [0.02, -0.11, 0.03], [0.18, -0.01, 0.15], [-0.05, 0.12, 0.02], [-0.17, -0.07, 0.12], [0.03, -0.05, 0.07], [-0.06, 0.12, -0.20]],
  "nbo_charge": [-0.62, -0.25, -0.61, -0.21, 0.01, 0.09, -0.23, 0.22, 0.21, 0.21, 0.22, 0.19, 0.38, 0.19, 0.21]
}

***

{
  "formula": "CHCoO3",
  "method": "ωB97M-V with the def2-TZVPD basis set",
  "e_lumo_ev": [-4.735, -10.171],
  "s_squared": 8.76,
  "multiplicity": 6,
  "gap_ev": [9.205, 7.982],
  "relative_energy_ev": 0.226,
  "homo_ev": [-13.9, -18.2],
  "charge": 1,
  "total_energy_ha": -1646.723951,
  "symbols": ["Co", "O", "O", "O", "C", "H"],
  "xyz": [[-1.796, 0.582, -0.528], [0.245, -0.140, -1.309], [-0.597, 1.111, 0.741], [1.506, -1.454, 0.116], [0.859, -0.686, -0.465], [-0.216, 0.587, 1.445]],
  "forces_ev_per_angstrom": [[1.54, 0.64, 0.97], [-0.71, 0.67, 0.34], [-2.08, 0.15, -1.31], [-1.00, 1.84, 0.24], [1.83, -3.03, -1.23], [0.42, -0.28, 1.00]],
  "lowdin_spin": [3.96, 0.15, 0.82, 0.01, 0.03, 0.03]
}